Formula: C29H25ClIrN6O12
Source: the OMol25 dataset
Level of theory: ωB97M-V/def2-TZVPD

Last column: Mulliken charge in e.
Geometry (Å):
Ir: 0.423 -0.054 0.152  4.115
Cl: -1.586 -2.485 6.569  -0.208
C: -1.125 -1.564 5.178  0.010
C: -0.381 -0.382 5.348  -0.583
C: 0.010 0.370 4.272  -0.869
C: -0.296 -0.038 2.957  0.344
O: 0.090 0.713 1.966  -0.577
C: -1.088 -1.210 2.796  1.267
C: -1.549 -1.643 1.526  -0.437
O: -1.340 -1.122 0.407  -0.698
C: -1.483 -1.965 3.926  -1.155
H: -0.114 -0.073 6.350  0.443
H: 0.579 1.281 4.399  0.506
H: -2.190 -2.531 1.521  0.355
H: -2.080 -2.858 3.790  0.449
C: 3.628 0.338 -3.183  -0.968
O: 2.826 1.200 -2.379  -0.009
C: 1.756 1.791 -2.965  0.401
C: 1.273 1.507 -4.238  -0.435
C: 0.167 2.191 -4.725  -1.123
C: -0.460 3.167 -3.964  -0.801
C: 0.022 3.457 -2.698  -0.040
C: 1.110 2.762 -2.200  0.602
N: 1.687 3.079 -0.941  0.004
C: 1.114 3.483 0.147  -0.688
C: -0.273 3.439 0.474  1.179
C: -0.767 4.424 1.350  -0.862
C: -2.093 4.451 1.703  -0.837
C: -2.941 3.449 1.221  -0.797
C: -2.459 2.435 0.420  -0.696
C: -1.116 2.397 0.031  -0.009
O: -0.681 1.392 -0.728  -0.468
H: 3.073 -0.560 -3.457  0.353
H: 4.479 0.059 -2.569  0.124
H: 3.978 0.855 -4.078  0.446
H: 1.754 0.759 -4.849  0.507
H: -0.196 1.963 -5.719  0.430
H: -1.306 3.712 -4.357  0.439
H: -0.436 4.233 -2.101  0.530
H: 2.701 3.023 -0.896  0.333
H: 1.798 3.891 0.882  0.528
H: -0.091 5.191 1.709  0.476
H: -2.475 5.228 2.349  0.448
H: -3.987 3.455 1.500  0.465
H: -3.097 1.623 0.094  0.508
C: -2.283 -2.885 -3.127  -1.100
N: -1.067 -2.442 -2.474  -0.091
C: -0.630 -1.179 -2.439  0.324
N: -1.285 -0.242 -3.139  -0.076
O: 0.430 -0.885 -1.821  -0.641
H: -2.306 -3.971 -3.120  0.350
H: -2.300 -2.562 -4.169  0.337
H: -3.177 -2.516 -2.617  0.343
H: -0.584 -3.067 -1.851  0.249
H: -2.200 -0.410 -3.518  0.237
H: -1.005 0.713 -2.970  -0.200
O: 7.011 -3.586 0.003  -0.623
N: 7.093 -2.386 -0.145  1.076
O: 8.102 -1.769 -0.408  -0.612
C: 5.856 -1.609 0.002  -1.055
C: 4.679 -2.256 0.256  -0.122
C: 3.514 -1.513 0.397  -0.453
C: 3.453 -0.076 0.292  1.548
O: 2.404 0.625 0.421  -1.148
C: 4.743 0.504 0.004  -1.193
C: 5.893 -0.232 -0.137  -0.073
N: 4.917 1.947 -0.192  1.305
O: 4.044 2.702 0.206  -0.731
O: 5.926 2.320 -0.744  -0.643
N: 2.339 -2.295 0.657  0.828
O: 2.368 -3.487 0.549  -0.602
O: 1.298 -1.729 1.082  -0.619
H: 4.659 -3.330 0.364  0.695
H: 6.828 0.264 -0.353  0.686

Values from the calculation:
**Electronic energy**: -2915.590677 a.u.
**Energy relative to the best compared isomer or geometry (same formula, charge and spin)**: 7.8 kcal per mole
**LUMO energy**: -4.3440 eV
**Orbital gap**: 6.39 eV
**Net charge**: +1
**HOMO**: -10.73 eV